(1)
{"formula": "C19H34AsO9PRuS5", "method": "ωB97M-V/def2-TZVPD", "species": ["C", "S", "H", "H", "Ru", "H", "H", "C", "C", "C", "C", "S", "O", "C", "P", "C", "H", "O", "H", "H", "S", "H", "H", "S", "H", "C", "O", "C", "C", "C", "H", "H", "H", "As", "H", "H", "H", "S", "H", "C", "H", "H", "O", "H", "H", "H", "C", "O", "O", "C", "H", "H", "H", "C", "C", "O", "H", "H", "H", "C", "H", "H", "C", "O", "C", "O", "H", "H", "H", "H"], "coordinates": [[5.3497, 1.3420, -0.1483], [-1.1639, -2.1176, -2.5993], [-2.7942, -4.8244, -1.4464], [-3.8850, 1.4194, -2.7378], [0.6281, -0.8669, -1.1159], [-1.9662, -5.5508, -2.8350], [-4.1679, 1.0266, 0.0569], [-1.3153, 2.5722, 1.4216], [-3.2522, 2.2070, -3.1468], [-1.8334, 2.0308, -2.6325], [3.2229, 2.1638, -0.9127], [1.4304, 2.0159, -1.0393], [2.5874, -0.9311, 0.4717], [-0.3877, -0.5194, 4.0868], [-1.3769, 0.6219, -0.4441], [-4.9872, -0.8652, -0.6290], [1.5495, 1.6872, 2.7800], [0.9675, 3.3898, -0.9980], [-1.1955, 2.8655, -2.9279], [-1.3965, 1.1102, -3.0310], [1.4769, -3.3415, -1.1265], [-2.9116, -4.0594, -3.0348], [-5.1139, -0.4915, -1.6449], [3.5078, -0.6168, -0.6372], [2.6985, -2.5215, 2.5767], [-3.9417, -0.0436, 0.1045], [1.0380, 1.3079, -2.2514], [-2.6520, 3.2740, 1.6040], [5.0972, 3.6599, -0.7161], [5.8790, 2.6202, -0.2358], [-3.8941, -0.3390, 1.1571], [2.2092, 0.7009, 4.1223], [-1.0926, 0.2508, 3.7716], [0.9079, -0.7799, 2.6106], [-3.2981, 2.6658, 2.2392], [-4.6411, -1.8959, -0.6903], [-3.1343, 3.4030, 0.6356], [-0.4201, -1.7510, 1.2555], [-0.8594, -6.1502, -0.9229], [4.0281, 1.1067, -0.4962], [5.9458, 0.4957, 0.1632], [5.5204, 4.6486, -0.8379], [1.1015, 1.2788, 0.1909], [-0.7087, 3.0717, 0.6691], [3.1185, 4.2252, -1.3797], [0.5492, -5.7039, 0.0576], [2.0344, 0.7552, 3.0481], [-1.5459, 1.2069, 1.0622], [4.7368, -1.3666, -0.5221], [0.1251, -5.6851, -0.9448], [-2.5132, 4.2533, 2.0643], [2.4538, -1.9915, 4.2668], [-3.6500, 3.1745, -2.8391], [3.7678, 3.4329, -1.0359], [-1.0437, -3.7454, -2.0696], [-2.6875, -0.3162, -0.4960], [-0.9436, -1.4451, 4.2236], [-3.2629, 2.1448, -4.2345], [0.7859, -6.2647, -1.5930], [1.9605, -2.2568, 3.3312], [1.2890, -3.1001, 3.4794], [-5.9467, -0.8347, -0.1117], [-2.2500, -4.6059, -2.3688], [-1.8509, 1.9866, -1.2067], [0.0601, -4.2538, -1.4221], [2.8680, -0.6761, -1.9424], [2.9655, 0.6696, 2.5003], [-0.7626, 2.5514, 2.3669], [0.0811, -0.2226, 5.0266], [6.9049, 2.7971, 0.0596]], "atomic_forces_ev_per_a": [[-0.1, -0.1, 0.0], [0.3, -0.3, 0.3], [-0.1, -0.1, 0.0], [-0.1, 0.0, -0.1], [-0.4, -1.0, -0.1], [0.0, 0.0, 0.0], [0.0, 0.0, 0.0], [-0.2, 0.1, 0.0], [0.2, 0.0, 0.2], [-0.1, -0.1, -0.2], [-0.2, 0.0, 0.1], [0.5, 1.6, 0.3], [0.0, 0.2, -0.3], [0.2, 0.1, -0.2], [-1.3, 0.0, 0.3], [0.2, 0.1, 0.0], [-0.1, 0.0, -0.1], [0.0, 0.0, -0.2], [0.0, -0.1, 0.0], [0.0, 0.1, 0.0], [-0.6, -0.3, -0.1], [-0.1, -0.1, 0.0], [0.0, 0.0, 0.0], [1.7, -0.3, 0.9], [0.0, 0.0, 0.0], [-0.1, 0.0, 0.1], [0.1, -0.1, 0.0], [0.2, -0.1, 0.0], [0.1, 0.0, 0.0], [0.0, 0.1, 0.0], [0.0, 0.1, 0.0], [-0.2, -0.2, 0.0], [0.0, 0.0, 0.0], [-0.8, -1.0, 2.1], [0.0, 0.1, 0.1], [-0.1, -0.1, 0.0], [0.0, 0.0, 0.0], [0.3, 0.3, -0.5], [0.0, -0.1, 0.0], [-0.1, -0.3, -0.3], [0.1, 0.0, 0.0], [0.0, 0.0, 0.0], [0.1, 0.1, -0.3], [0.0, 0.0, 0.1], [0.0, 0.1, 0.1], [0.0, -0.1, 0.0], [0.0, 0.1, -0.9], [0.1, 0.0, -0.1], [0.0, 0.1, -0.1], [-0.2, 0.1, -0.1], [0.0, 0.0, 0.0], [0.0, 0.1, 0.0], [-0.1, 0.0, 0.0], [-0.1, -0.1, -0.1], [-0.3, 0.7, -0.4], [0.0, 0.0, -0.2], [0.1, 0.0, -0.1], [0.0, 0.0, -0.1], [0.0, -0.1, 0.0], [0.2, 0.2, -0.2], [-0.1, 0.1, 0.0], [0.0, 0.0, 0.0], [0.1, 0.1, 0.1], [0.0, 0.0, 0.2], [0.9, 0.2, 0.3], [-0.3, -0.1, 0.0], [0.1, 0.0, -0.1], [0.0, 0.0, -0.1], [0.1, 0.0, 0.0], [0.0, 0.0, 0.0]], "lowdin_charge": [-0.060, 0.605, 0.076, 0.061, 0.782, 0.071, 0.108, -0.283, -0.063, -0.294, -0.214, 0.450, -0.521, -0.285, 0.677, -0.070, 0.025, -0.316, 0.115, 0.092, 0.639, 0.043, 0.065, 0.414, 0.028, -0.296, -0.382, -0.072, -0.080, -0.081, 0.116, 0.035, 0.014, 0.793, 0.074, 0.075, 0.066, 0.229, 0.056, -0.222, 0.107, 0.099, -0.456, 0.085, 0.106, 0.060, -0.211, -0.332, -0.314, -0.145, 0.071, 0.029, 0.074, -0.058, -0.801, -0.373, 0.015, 0.074, 0.074, -0.260, 0.025, 0.070, -0.158, -0.290, -0.812, -0.402, 0.026, 0.106, 0.022, 0.099], "e_homo_ev": [-3.831, -4.602], "e_tot_ev": -165570.290, "orbital_gap_ev": [6.331, 6.561], "total_charge": -1, "multiplicity": 6}

(2)
{"formula": "C14H7ClF6N4O4S", "method": "ωB97M-V/def2-TZVPD", "species": ["C", "N", "H", "F", "O", "H", "H", "F", "H", "H", "C", "O", "N", "N", "C", "O", "F", "S", "H", "C", "C", "C", "C", "C", "F", "C", "F", "F", "Cl", "C", "C", "C", "N", "O", "C", "C", "H"], "coordinates": [[-0.7719, -0.4599, -2.5714], [0.8358, -1.9178, -1.4847], [2.6730, -1.8367, 4.3897], [-0.7326, -3.4321, 5.1462], [0.2422, -2.9469, -1.8561], [0.2554, 4.1737, -1.9616], [-0.9659, -3.1766, 2.5224], [-3.5715, 1.3011, -3.5986], [-0.3305, 3.9999, -3.6622], [-0.8166, 5.3936, -2.6763], [0.8090, -2.5724, 3.5750], [0.6651, 3.1713, 0.4030], [-0.3493, 2.4753, 0.3542], [0.0330, -1.6249, 1.5229], [1.9456, -1.7420, 3.5836], [-1.3459, 2.6509, 1.0571], [0.6172, -4.8434, 4.0948], [-2.0147, 3.3118, -1.9636], [-0.9046, -1.2574, -3.2982], [-0.4129, 1.4949, -0.6298], [0.1523, -0.6922, -1.5015], [-1.4288, 0.7695, -2.7480], [-1.2135, 1.7474, -1.7573], [-2.2968, 1.0091, -3.9895], [1.4443, -3.5442, 5.6547], [-0.5943, 4.3107, -2.6360], [-1.7006, 2.0349, -4.6833], [-2.3865, -0.0552, -4.8149], [3.3530, 0.3567, 2.5794], [-0.0821, -2.5239, 2.5272], [1.0521, -0.7655, 1.5615], [0.5153, -3.6122, 4.6619], [1.1824, 0.1881, 0.5447], [2.0138, -1.9018, -1.1579], [2.0739, -0.8046, 2.5438], [0.3225, 0.3201, -0.5395], [1.7331, 1.0004, 0.8085]], "atomic_forces_ev_per_a": [[0.6, -0.1, 0.5], [1.1, -3.1, -0.3], [-0.1, 0.2, -0.3], [0.9, -0.6, 0.2], [0.5, 1.8, 0.5], [-0.1, 0.1, -0.2], [0.5, 0.3, -0.2], [1.1, 0.1, -0.9], [-0.2, -0.1, 0.5], [-0.4, -0.7, 0.3], [0.4, -0.3, 0.5], [-0.4, -0.7, 0.0], [-0.7, 2.8, 2.5], [0.4, -0.1, 0.5], [-0.6, 0.3, -0.7], [1.4, -0.6, -0.8], [-0.5, 0.3, 0.8], [0.3, 1.2, -0.1], [0.0, 0.1, 0.2], [-0.8, -2.0, -3.5], [-2.9, 2.8, -1.2], [1.1, -1.3, 1.0], [-0.4, 0.3, -0.5], [0.3, 0.3, 0.8], [-1.1, -0.2, -0.3], [0.2, -0.2, -0.2], [-1.3, -0.9, 0.2], [0.3, 0.7, 0.6], [-0.1, -0.1, -0.2], [-0.2, 0.9, -0.7], [0.5, -0.2, -0.5], [1.1, 0.8, -1.2], [0.1, -0.2, 0.9], [-0.6, 0.1, 0.0], [-0.8, -1.0, 1.3], [0.5, -0.7, 0.7], [-0.2, -0.1, -0.2]], "lowdin_charge": [0.115, -0.337, 0.126, 0.144, 0.087, 0.024, 0.139, 0.113, 0.039, 0.050, -0.107, 0.100, -0.366, 0.159, 0.005, 0.119, 0.131, 0.949, 0.135, -0.126, -0.066, -0.087, -0.373, -0.534, 0.124, -0.315, 0.103, 0.144, 0.737, -0.047, -0.306, -0.543, 0.104, 0.109, -0.554, -0.093, 0.099], "smiles": "CSc1c(C(F)(F)F)cc([N+](=O)[O-])c(Nc2ncc(C(F)(F)F)cc2Cl)c1[N+](=O)[O-]", "e_homo_ev": -9.365, "e_tot_ev": -68439.290, "e_above_lowest_ev": 0.000, "orbital_gap_ev": 7.878}

(3)
{"formula": "C6H15N3", "method": "ωB97M-V/def2-TZVPD", "species": ["H", "H", "H", "H", "H", "N", "C", "H", "C", "N", "C", "N", "H", "H", "H", "H", "C", "H", "H", "H", "C", "H", "C", "H"], "coordinates": [[2.0085, 1.4683, -0.3920], [2.5452, -0.5192, -1.1829], [0.8069, 1.7041, -1.6426], [-3.3177, 0.9268, -0.8069], [-3.6918, -0.7078, -0.6865], [-0.5875, -0.2710, 0.0905], [-0.0955, 1.7281, 1.4569], [1.0867, -0.6146, -2.4548], [0.5820, -1.2003, -0.2780], [-1.6077, -0.3973, -0.9192], [-2.9245, 0.0151, -0.4473], [-0.1097, 1.0229, 0.0932], [0.1300, 0.9562, 2.2306], [-2.8120, 0.1416, 0.6167], [-1.3007, -0.1354, -1.8166], [2.0291, -0.8325, 1.2321], [1.4647, -1.6582, 0.8453], [0.6906, 2.5211, 1.4526], [1.0239, -2.1953, 1.6256], [-1.0973, 2.0891, 1.7997], [1.0574, 1.0482, -0.8471], [0.2587, -2.1152, -0.6404], [1.3706, -0.3795, -1.2795], [2.1822, -2.2960, 0.3121]], "atomic_forces_ev_per_a": [[-1.2, -0.2, -0.1], [-2.5, 0.0, -0.4], [-0.1, 0.5, -1.0], [0.0, 1.4, -0.7], [-0.1, -0.6, 0.1], [-0.4, -1.7, -0.4], [0.5, -1.7, -0.5], [0.6, 0.6, 3.1], [-0.7, 1.6, 0.7], [-0.3, -1.5, 1.8], [0.8, -0.6, 0.0], [1.0, 1.5, 0.8], [0.3, 0.5, -0.4], [-0.3, -0.2, 0.4], [0.2, 0.8, -1.1], [0.4, 0.5, 0.6], [1.4, 0.9, -1.2], [-0.8, -0.6, 0.0], [-1.0, -0.8, 1.1], [0.7, 0.1, -1.0], [1.1, 1.2, 1.6], [-1.5, -1.3, -1.3], [1.6, -0.5, -2.6], [0.1, -0.1, 0.5]], "lowdin_charge": [0.119, 0.137, 0.083, 0.048, 0.061, -0.137, -0.042, 0.154, -0.341, -0.077, -0.104, -0.185, 0.067, 0.068, 0.083, 0.071, -0.058, 0.077, 0.060, 0.070, -0.184, 0.104, -0.164, 0.090], "smiles": "CNN1[C@H](C)CCN1C", "e_homo_ev": -7.985, "e_tot_ev": -10932.106, "e_above_lowest_ev": 3.804, "orbital_gap_ev": 9.037}

> Which formula does entry 2 have?

C14H7ClF6N4O4S